[1]
A 2-piece molecular cluster, C2H5N overall in a non-equilibrium geometry. Source: the Open Molecules 2025 dataset; level of theory: the ωB97M-V functional and the def2-TZVPD basis.

The relative energy (zero: lowest compared OMol25 entry of this formula, charge and spin) comes out at 90.78 kcal/mol. The orbital gap (alpha / beta) comes out at 8.85 / 8.74 eV. As for the HOMO energy (alpha / beta): -9.4 / -9.3 eV. The molar mass comes out at 43.1 Da.

Geometry as XYZ:
```
8
Properties=species:S:1:pos:R:3:forces:R:3
C 0.387 -0.400 0.015 0.681 1.452 -0.090
C -0.865 0.247 0.361 2.740 2.716 -3.404
N 1.452 0.264 0.186 0.578 1.008 1.791
H 0.438 -1.264 -0.541 -0.397 -2.678 -0.751
H -1.519 0.341 -1.493 1.073 0.240 2.813
H -0.534 1.218 0.823 -1.360 -0.740 -0.558
H -1.737 -0.233 0.503 -2.629 -1.631 1.094
H 2.377 -0.172 0.147 -0.686 -0.366 -0.895
```
Positions in Å, forces in eV/Å.

Atom charges from the Mulliken analysis, given in e for atoms 1 to 6: 0.08, -1.00, -0.57, 0.44, 0.06, 0.26

[2]
One molecule with the formula C2H5N in a non-equilibrium geometry. Source: the Open Molecules 2025 dataset; level of theory: the ωB97M-V functional and the def2-TZVPD basis.

The relative energy (zero: lowest compared OMol25 entry of this formula, charge and spin) comes out at 24.43 kcal/mol. The orbital gap comes out at 11.12 eV. As for the HOMO energy: -9.8 eV. The molar mass comes out at 43.1 Da.

Geometry as XYZ:
```
8
Properties=species:S:1:pos:R:3:forces:R:3
C -0.098 0.171 0.827 -0.684 0.499 -0.211
C 0.764 -0.007 -0.382 -1.219 0.897 0.546
N -0.726 -0.087 -0.539 2.022 1.895 1.603
H -0.221 1.214 1.169 -0.215 -0.771 -0.026
H -0.180 -0.619 1.653 0.316 1.117 -1.550
H 1.403 -0.857 -0.260 0.204 -0.557 -0.831
H 1.118 0.896 -0.911 0.237 -0.774 0.589
H -1.032 -1.005 -0.548 -0.661 -2.305 -0.120
```
Positions in Å, forces in eV/Å.

Atom charges from the Mulliken analysis, given in e for atoms 1 to 6: -0.27, -0.33, -0.52, 0.19, 0.22, 0.26

[3]
C2H5N2 as an isolated structure in a non-equilibrium geometry. Source: the Open Molecules 2025 dataset; level of theory: the ωB97M-V functional and the def2-TZVPD basis.

The net charge is +1. The relative energy (zero: lowest compared OMol25 entry of this formula, charge and spin) comes out at 89.78 kcal/mol. The orbital gap comes out at 9.52 eV. As for the HOMO energy: -15.9 eV. The molar mass comes out at 57.1 Da.

Geometry as XYZ:
```
9
Properties=species:S:1:pos:R:3:forces:R:3
C 0.578 -0.935 -2.516 0.559 0.167 -1.370
C -0.329 0.472 0.826 -2.015 6.246 -3.003
N 0.568 -0.662 -1.413 -0.587 0.414 2.146
N 0.191 -0.638 0.367 4.449 -5.653 -1.901
H 0.736 -1.068 -3.611 -0.387 -0.043 1.271
H -1.350 0.630 0.567 -1.148 -0.665 -0.139
H -0.263 0.543 1.832 0.628 -0.591 3.791
H 0.049 1.506 0.578 0.824 -0.913 -0.022
H 1.221 -0.902 0.659 -2.324 1.038 -0.772
```
Positions in Å, forces in eV/Å.

Atom charges from the Mulliken analysis, given in e for atoms 1 to 6: -0.06, -0.74, -0.05, -0.07, 0.43, 0.34

[4]
A 2-piece molecular cluster, C2H5N2 overall in a non-equilibrium geometry. Source: the Open Molecules 2025 dataset; level of theory: the ωB97M-V functional and the def2-TZVPD basis.

The net charge is +1. The relative energy (zero: lowest compared OMol25 entry of this formula, charge and spin) comes out at 90.27 kcal/mol. The orbital gap comes out at 8.08 eV. As for the HOMO energy: -15.0 eV. The molar mass comes out at 57.1 Da.

Geometry as XYZ:
```
9
Properties=species:S:1:pos:R:3:forces:R:3
C 0.865 0.111 -0.777 -0.955 0.815 -1.463
C 0.625 -0.601 0.263 -0.523 -2.156 4.520
N -2.334 0.293 1.113 1.240 -2.053 1.021
N -1.636 -0.448 1.567 -2.719 1.595 -0.395
H 1.564 -0.246 -1.474 1.147 -0.362 -0.844
H -0.186 -0.251 1.129 3.037 -0.684 -2.320
H 0.272 0.933 -1.160 0.045 0.322 0.471
H 1.176 -1.575 0.617 -1.107 2.102 -0.816
H -3.017 0.871 0.629 -0.166 0.422 -0.172
```
Positions in Å, forces in eV/Å.

Atom charges from the Mulliken analysis, given in e for atoms 1 to 6: -0.43, -0.25, 0.37, -0.03, 0.27, 0.21

[5]
An isolated ion of composition C2H5N2 and charge +1 in a non-equilibrium geometry. Source: the Open Molecules 2025 dataset; level of theory: the ωB97M-V functional and the def2-TZVPD basis.

The net charge is +1. The relative energy (zero: lowest compared OMol25 entry of this formula, charge and spin) comes out at 60.15 kcal/mol. The orbital gap comes out at 11.13 eV. As for the HOMO energy: -16.3 eV. The molar mass comes out at 57.1 Da.

Geometry as XYZ:
```
9
Properties=species:S:1:pos:R:3:forces:R:3
N -0.387 1.145 1.381 4.009 -4.764 -5.157
C -0.068 0.077 0.185 -2.054 4.273 2.892
C 0.811 -0.674 -0.717 2.818 -2.055 -0.063
N -0.571 -0.320 -0.930 1.086 1.248 1.985
H 0.215 0.949 2.206 -1.151 0.082 -0.717
H -1.358 1.224 1.355 -1.884 0.250 0.908
H 1.699 -0.180 -1.340 -2.220 -1.061 1.478
H 0.835 -1.789 -0.447 0.963 1.727 -0.533
H -1.177 -0.432 -1.693 -1.567 0.300 -0.793
```
Positions in Å, forces in eV/Å.

Atom charges from the Mulliken analysis, given in e for atoms 1 to 6: -0.38, 0.23, -0.18, -0.08, 0.33, 0.29

[6]
C2H5N2O as an isolated structure in a non-equilibrium geometry. Source: the Open Molecules 2025 dataset; level of theory: the ωB97M-V functional and the def2-TZVPD basis.

The net charge is +1. The relative energy (zero: lowest compared OMol25 entry of this formula, charge and spin) comes out at 142.08 kcal/mol. The orbital gap (alpha / beta) comes out at 8.63 / 7.41 eV. As for the HOMO energy (alpha / beta): -14.4 / -13.2 eV. The molar mass comes out at 73.1 Da.

Geometry as XYZ:
```
10
Properties=species:S:1:pos:R:3:forces:R:3
C -0.170 -0.523 1.063 0.215 0.825 -1.260
C -0.106 0.543 -1.077 2.425 -0.779 -2.790
N -2.477 1.659 -0.990 2.846 0.216 0.300
N 0.381 0.276 0.167 1.541 0.418 1.245
O -1.332 1.868 -0.871 -3.942 1.771 0.081
H 0.206 -0.539 2.029 0.612 -0.111 1.518
H -0.943 -1.115 0.727 -1.675 -1.297 -0.329
H 0.663 1.012 -1.829 -1.600 -0.702 1.809
H -0.901 -0.050 -1.640 1.449 0.027 1.554
H 1.255 0.737 0.633 -1.872 -0.369 -2.130
```
Positions in Å, forces in eV/Å.

Atom charges from the Mulliken analysis, given in e for atoms 1 to 6: -0.33, -0.32, 0.19, -0.11, -0.03, 0.29